Entry 1:
ORCA calculation (wB97M-V/def2-TZVPD) on C32H34CrF12GeNO2P as an isolated structure in a non-equilibrium geometry.

LUMO (spin up / spin down)   4.594 / 4.589 eV
Total energy   -6106.3286 hartree
Strongest force on any atom   1.2 eV Å⁻¹
⟨S²⟩   6.017
HOMO energy (spin up / spin down)   -0.63 / -1.40 eV
Multiplicity   5
HOMO-LUMO gap (spin up / spin down)   0.1921 / 0.2202 Eh
Net charge   -2

Structure (XYZ):
```
84
C32H34CrF12GeNO2P | the OMol25 dataset | wB97M-V/def2-TZVPD
Cr -0.481 0.506 -0.128
C -0.238 -5.458 -2.975
C 0.088 -4.015 -2.683
C 1.384 -3.592 -2.417
C 1.649 -2.275 -2.112
C 0.638 -1.282 -2.035
N 0.928 -0.018 -1.597
C 2.151 0.543 -1.813
C 2.855 0.304 -3.021
C 4.103 0.825 -3.271
C 4.741 1.641 -2.340
C 6.105 2.221 -2.620
C 4.048 1.939 -1.176
C 2.783 1.433 -0.892
C 2.049 1.872 0.389
O 1.224 0.945 0.938
C 1.299 3.211 0.039
F 0.489 3.070 -1.027
F 2.133 4.238 -0.278
F 0.540 3.641 1.061
C 3.052 2.227 1.544
F 3.800 3.360 1.405
F 3.942 1.220 1.715
F 2.409 2.374 2.715
C -0.688 -1.716 -2.333
C -0.914 -3.052 -2.653
C -1.880 -0.729 -2.360
O -1.768 0.418 -1.671
C -3.192 -1.423 -1.821
F -3.788 -2.351 -2.637
F -2.941 -2.058 -0.657
F -4.156 -0.520 -1.574
C -2.130 -0.359 -3.854
F -2.258 -1.429 -4.691
F -3.254 0.374 -4.023
F -1.107 0.372 -4.328
H 0.675 -6.051 -3.061
H -0.799 -5.558 -3.908
H -0.848 -5.894 -2.178
H 2.202 -4.308 -2.450
H 2.663 -1.971 -1.886
H 2.369 -0.309 -3.770
H 4.605 0.597 -4.208
H 6.772 1.470 -3.051
H 6.565 2.601 -1.706
H 6.039 3.053 -3.330
H 4.530 2.596 -0.463
H -1.913 -3.381 -2.904
C -0.825 -3.191 1.483
P -0.054 -1.516 1.686
C 1.707 -2.054 1.566
C -0.224 -1.260 3.468
C -1.405 -1.575 4.153
C -1.604 -1.168 5.459
C -0.644 -0.408 6.118
C 0.514 -0.048 5.436
C 0.719 -0.462 4.135
H -1.911 -3.112 1.509
H -0.481 -3.884 2.255
H -0.542 -3.565 0.497
H 1.967 -2.745 2.374
H 2.345 -1.173 1.592
H 1.837 -2.546 0.601
H -2.174 -2.140 3.641
H -2.521 -1.428 5.976
H -0.814 -0.078 7.136
H 1.253 0.577 5.925
H 1.605 -0.153 3.594
C -2.744 4.181 1.938
Ge -3.210 2.478 1.004
C -5.004 2.033 1.807
C -3.551 2.976 -0.881
C -1.937 1.052 1.315
H -3.545 4.920 1.849
H -1.826 4.607 1.534
H -2.583 3.972 2.998
H -5.690 2.885 1.839
H -4.857 1.675 2.830
H -5.478 1.228 1.240
H -4.365 3.700 -0.977
H -3.784 2.084 -1.461
H -2.640 3.405 -1.303
H -2.553 0.153 1.482
H -1.456 1.274 2.279
```

---

Entry 2:
ORCA calculation (wB97M-V/def2-TZVPD) on C32H34IMgN6PS2 as an isolated structure.

LUMO   0.253 eV
Total energy   -3203.9280 hartree
Strongest force on any atom   0.4 eV Å⁻¹
HOMO energy   -7.30 eV
Relative energy (zero: lowest compared OMol25 entry of this formula, charge and spin)   24.0 kJ/mol
HOMO-LUMO gap   0.2775 Eh

Structure (XYZ):
```
77
C32H34IMgN6PS2 | the OMol25 dataset | wB97M-V/def2-TZVPD
Mg -0.827 0.014 -0.771
N 1.446 2.425 0.825
C 0.280 2.195 1.481
N -0.619 1.330 1.104
C -1.709 1.342 1.951
C -1.613 2.167 3.018
S -0.101 3.002 2.970
C -2.873 0.551 1.539
C -4.069 0.471 2.161
S -5.153 -0.500 1.232
C -3.895 -0.746 0.054
N -2.771 -0.139 0.344
N -4.080 -1.500 -1.038
H 1.433 2.178 -0.158
H 1.892 3.312 0.999
H -2.343 2.358 3.785
H -4.388 0.951 3.071
H -4.946 -1.980 -1.193
H -3.269 -1.739 -1.603
N 1.373 -0.078 -1.173
C 2.122 0.791 -2.042
C 3.436 0.415 -2.328
C 4.230 1.132 -3.199
C 3.680 2.240 -3.831
C 2.386 2.624 -3.537
C 1.572 1.956 -2.605
C 0.234 2.565 -2.291
C 0.173 3.968 -2.365
C -1.018 4.652 -2.198
C -2.180 3.936 -1.953
C -2.103 2.557 -1.815
C -0.915 1.815 -1.949
H 1.003 -0.858 -1.717
H 1.969 -0.481 -0.451
H 3.814 -0.486 -1.857
H 5.244 0.816 -3.407
H 4.252 2.800 -4.559
H 1.975 3.474 -4.063
H 1.071 4.550 -2.538
H -1.033 5.734 -2.261
H -3.129 4.450 -1.844
H -3.023 2.030 -1.567
C -1.771 -4.225 -3.386
C -1.283 -4.381 -2.095
C -0.930 -3.264 -1.344
C -1.042 -1.946 -1.819
C -1.511 -1.842 -3.143
C -1.876 -2.945 -3.914
H -2.052 -5.088 -3.976
H -1.178 -5.375 -1.673
H -0.550 -3.442 -0.340
H -1.608 -0.855 -3.594
H -2.238 -2.803 -4.926
I 6.581 2.103 2.207
C 4.777 1.071 2.352
C 3.986 1.168 3.486
C 2.793 0.464 3.514
C 2.441 -0.291 2.408
N 3.211 -0.402 1.328
C 4.358 0.267 1.301
H 4.292 1.780 4.324
H 2.135 0.518 4.371
H 1.495 -0.819 2.372
H 4.964 0.168 0.408
C -2.354 -3.048 2.117
P -0.747 -2.172 2.257
C 0.380 -3.603 2.518
C -0.883 -1.599 4.003
H -2.450 -3.843 2.861
H -2.464 -3.472 1.118
H -3.161 -2.330 2.273
H 0.036 -4.256 3.323
H 1.381 -3.241 2.762
H 0.457 -4.187 1.600
H -1.169 -2.408 4.680
H -1.625 -0.802 4.069
H 0.075 -1.193 4.335
```

---

Entry 3:
ORCA calculation (wB97M-V/def2-TZVPD) on a 2-piece molecular cluster, C32H34N3O2 overall in a non-equilibrium geometry.

LUMO   -4.610 eV
Total energy   -1554.2939 hartree
Strongest force on any atom   2.5 eV Å⁻¹
HOMO energy   -11.21 eV
Relative energy (zero: lowest compared OMol25 entry of this formula, charge and spin)   4.5 kJ/mol
HOMO-LUMO gap   0.2425 Eh
Net charge   +1

Structure (XYZ):
```
71
C32H34N3O2 | the OMol25 dataset | wB97M-V/def2-TZVPD
C -1.884 0.697 1.898
C -0.415 0.556 1.920
N 0.282 -0.533 2.014
C 1.725 -0.173 1.948
C 1.695 1.332 1.900
O 0.290 1.709 1.857
H -2.363 -0.286 1.886
H -2.221 1.251 2.779
H -2.186 1.259 1.010
H 2.259 -0.544 2.832
H 2.196 -0.575 1.040
H 2.148 1.767 2.798
H 2.185 1.722 1.003
C 4.351 -4.296 4.938
N 2.992 -4.741 5.117
C 2.509 -5.170 6.328
O 3.155 -5.254 7.368
C 1.032 -5.489 6.137
C 0.157 -4.578 6.989
C 0.439 -3.133 6.666
C 1.439 -2.445 7.364
C 1.723 -1.118 7.057
C 1.017 -0.466 6.039
C 0.015 -1.151 5.345
C -0.295 -2.468 5.681
N 0.844 -5.282 4.700
C -0.353 -5.311 4.092
C -0.488 -5.033 2.735
C -1.691 -4.692 2.132
C -1.856 -4.418 0.733
C -3.111 -3.966 0.235
C -3.287 -3.677 -1.112
C -2.225 -3.842 -2.016
C -0.985 -4.304 -1.554
C -0.799 -4.601 -0.205
C 2.056 -4.793 4.008
C 2.528 -5.672 2.887
C 2.744 -6.987 3.078
C 3.101 -7.921 2.028
C 3.391 -9.265 2.366
C 3.732 -10.185 1.381
C 3.793 -9.788 0.036
C 3.510 -8.460 -0.311
C 3.166 -7.529 0.670
H 4.870 -4.356 5.899
H 4.857 -4.928 4.199
H 4.364 -3.258 4.577
H 0.872 -6.557 6.366
H -0.895 -4.825 6.814
H 0.414 -4.787 8.036
H 1.998 -2.969 8.145
H 2.505 -0.594 7.609
H 1.234 0.575 5.796
H -0.530 -0.666 4.534
H -1.105 -2.988 5.162
H -1.215 -5.551 4.722
H 0.410 -5.092 2.122
H -2.578 -4.645 2.769
H -3.938 -3.856 0.941
H -4.255 -3.322 -1.470
H -2.364 -3.614 -3.073
H -0.158 -4.441 -2.254
H 0.162 -4.996 0.137
H 1.897 -3.770 3.617
H 2.671 -5.178 1.923
H 2.657 -7.404 4.087
H 3.343 -9.555 3.418
H 3.954 -11.216 1.659
H 4.061 -10.513 -0.734
H 3.560 -8.148 -1.356
H 2.948 -6.493 0.398
```